{
  "formula": "C4H5FN2O2",
  "method": "ωB97M-V/def2-TZVPD",
  "de_lowest_kcal_mol": 0.0,
  "spin_multiplicity": 3,
  "homo_energy_ev": [-5.45, -10.14],
  "max_force_ev_per_a": 6.233,
  "total_charge": 0,
  "homo_lumo_gap_ha": [0.2172, 0.2916],
  "species": ["C", "C", "C", "C", "N", "N", "O", "O", "F", "H", "H", "H", "H", "H"],
  "coordinates": [[-0.832, -1.112, 0.997], [-0.564, 0.129, 1.543], [-0.461, -1.417, -0.392], [0.650, 0.793, -0.627], [-0.060, 1.160, 0.788], [0.083, -0.369, -1.145], [-0.598, -2.532, -0.846], [0.846, 1.838, -1.422], [1.973, 0.489, -0.039], [-1.409, -2.011, 1.419], [-0.849, 0.295, 2.673], [0.424, 1.902, 1.188], [0.557, -0.906, -1.945], [0.240, 1.741, -2.192]],
  "atomic_forces_ev_per_a": [[-1.0, -4.6, -3.7], [-0.2, 3.4, 5.2], [-0.8, 1.2, 3.9], [1.2, -1.3, 5.0], [-0.7, -2.3, -4.2], [0.8, -1.0, -2.8], [0.0, -1.1, -1.3], [-0.9, -0.1, -1.0], [-1.0, 0.4, -1.2], [1.1, 1.9, -0.1], [0.9, 0.1, -2.6], [0.8, 1.4, 1.0], [-0.5, 1.9, 1.2], [0.5, 0.2, 0.7]]
}

{
  "formula": "C4H5FO",
  "method": "ωB97M-V/def2-TZVPD",
  "de_lowest_kcal_mol": 8.6,
  "homo_energy_ev": -10.22,
  "max_force_ev_per_a": 2.425,
  "total_charge": 0,
  "homo_lumo_gap_ha": 0.3753,
  "species": ["C", "C", "C", "O", "C", "F", "H", "H", "H", "H", "H"],
  "coordinates": [[-0.465, 1.808, -0.062], [-0.056, 0.580, 0.148], [1.337, 0.232, -0.123], [1.806, -0.881, 0.095], [-0.959, -0.479, 0.574], [-1.330, -1.127, -0.581], [-1.472, 2.076, 0.226], [0.121, 2.579, -0.583], [1.947, 1.006, -0.670], [-0.377, -1.224, 1.181], [-1.834, -0.094, 1.095]],
  "atomic_forces_ev_per_a": [[-0.4, 1.4, -0.6], [0.8, 0.5, 0.2], [1.4, -1.7, -1.0], [-0.5, 1.7, 0.0], [0.8, -1.4, 1.2], [-0.6, -0.5, -0.5], [-0.1, 0.2, -0.2], [0.0, -0.4, 0.6], [-0.3, -0.3, 0.6], [-0.8, 0.6, -0.3], [-0.1, -0.1, 0.0]]
}

{
  "formula": "C4H5FO2",
  "method": "ωB97M-V/def2-TZVPD",
  "de_lowest_kcal_mol": 115.8,
  "homo_energy_ev": -8.66,
  "max_force_ev_per_a": 4.013,
  "total_charge": 0,
  "homo_lumo_gap_ha": 0.3018,
  "species": ["C", "C", "C", "C", "O", "O", "F", "H", "H", "H", "H", "H"],
  "coordinates": [[0.612, -0.498, 1.481], [1.111, 0.127, 0.454], [-0.086, 0.627, -1.706], [-1.377, -0.117, -1.484], [0.379, 1.516, -2.283], [0.977, -0.590, 2.802], [2.215, 0.992, 0.546], [-0.297, -1.023, 1.331], [-1.239, -0.673, -0.444], [-1.378, -0.898, -2.184], [-2.408, 0.327, -1.495], [1.490, 0.209, 2.982]],
  "atomic_forces_ev_per_a": [[-0.6, -0.6, 0.9], [0.7, 2.3, -3.2], [0.2, 1.1, 2.9], [0.2, -1.1, 3.2], [-0.3, -1.1, 0.1], [0.5, 0.8, -0.2], [-1.1, -1.2, 0.2], [-0.6, -0.7, -0.3], [-0.4, 1.4, -2.3], [0.0, -1.3, -1.2], [1.4, 0.6, -0.3], [0.2, -0.2, 0.3]]
}